Molecular formula: C23H28N4O4
Method: DFT, ωB97M-V with the def2-TZVPD basis set

Summary:
DFT total energy	-38455.625	eV
spin multiplicity	1
LUMO level	0.77	eV
frontier orbital gap	8.1	eV
F_max	0.01942	hartree/bohr
ΔE to the lowest compared entry with this formula, charge and spin	223.5	kJ/mol

Geometry (Å):
1 C -1.93 -4.30 -0.43
2 C -2.88 -4.01 0.72
3 O -3.59 -2.79 0.52
4 C -2.93 -1.66 0.81
5 O -1.82 -1.66 1.32
6 C -3.70 -0.49 0.48
7 C -5.02 -0.43 0.03
8 C -5.29 0.93 -0.17
9 C -4.13 1.66 0.15
10 C -4.40 3.02 -0.05
11 C -5.71 3.06 -0.49
12 N -6.25 1.81 -0.56
13 C -7.58 1.48 -1.00
14 N -3.17 0.79 0.57
15 C -1.80 1.08 0.88
16 C -0.90 0.39 -0.16
17 O -1.35 0.02 -1.22
18 N 0.40 0.23 0.18
19 C 1.07 0.65 1.38
20 C 2.32 1.47 1.01
21 N 3.18 0.66 0.18
22 C 4.55 0.94 0.14
23 C 5.08 2.15 0.57
24 C 6.44 2.38 0.59
25 C 7.31 1.40 0.17
26 C 6.81 0.18 -0.27
27 C 5.45 -0.07 -0.28
28 O 4.89 -1.26 -0.66
29 C 5.74 -2.32 -1.01
30 C 2.51 0.28 -1.04
31 C 1.27 -0.54 -0.70
32 H -2.48 -4.34 -1.37
33 H -1.42 -5.24 -0.27
34 H -1.19 -3.50 -0.51
35 H -2.32 -3.94 1.66
36 H -3.65 -4.78 0.80
37 H -5.66 -1.27 -0.12
38 H -3.76 3.87 0.09
39 H -6.29 3.92 -0.76
40 H -8.14 2.39 -1.19
41 H -7.55 0.88 -1.91
42 H -8.10 0.91 -0.22
43 H -1.57 0.71 1.88
44 H -1.66 2.16 0.83
45 H 0.42 1.27 2.00
46 H 1.37 -0.23 1.95
47 H 2.85 1.73 1.93
48 H 2.00 2.40 0.51
49 H 4.41 2.94 0.89
50 H 6.82 3.33 0.94
51 H 8.38 1.57 0.17
52 H 7.50 -0.58 -0.59
53 H 6.41 -2.59 -0.19
54 H 5.09 -3.16 -1.23
55 H 6.34 -2.09 -1.90
56 H 3.18 -0.32 -1.66
57 H 2.20 1.17 -1.61
58 H 0.70 -0.79 -1.59
59 H 1.57 -1.46 -0.18

Molecular formula: C7H10
Method: DFT, ωB97M-V with the def2-TZVPD basis set

Summary:
DFT total energy	-7417.583	eV
spin multiplicity	1
LUMO level	1.19	eV
frontier orbital gap	9.3	eV
F_max	0.03703	hartree/bohr
ΔE to the lowest compared entry with this formula, charge and spin	333.0	kJ/mol

Geometry (Å):
1 C -1.76 0.55 -0.07
2 C -1.14 -0.81 -0.29
3 C 0.27 -1.08 0.83
4 C 0.99 0.09 1.34
5 C 1.50 0.89 0.38
6 C 1.14 0.55 -1.01
7 C 0.27 -1.05 -0.65
8 H -1.91 1.08 -1.02
9 H -2.73 0.46 0.42
10 H -1.11 1.16 0.56
11 H -1.90 -1.52 -0.70
12 H 0.27 -1.97 1.46
13 H 1.21 0.22 2.39
14 H 2.30 1.60 0.61
15 H 0.24 0.99 -1.44
16 H 1.98 0.87 -1.69
17 H 0.38 -2.04 -1.12

Molecular formula: C10H10O2S2
Method: DFT, ωB97M-V with the def2-TZVPD basis set

Summary:
DFT total energy	-36294.911	eV
spin multiplicity	1
LUMO level	0.57	eV
frontier orbital gap	9.0	eV
F_max	0.05141	hartree/bohr
ΔE to the lowest compared entry with this formula, charge and spin	157.9	kJ/mol

Geometry (Å):
1 C -0.89 1.66 -1.25
2 C -1.55 0.80 -0.29
3 O -2.72 1.18 0.30
4 C -3.19 0.04 1.00
5 C -2.30 -0.99 0.91
6 C -1.19 -0.46 0.08
7 C 0.08 -1.18 -0.16
8 S 0.15 -2.03 -1.86
9 S 0.20 -2.63 1.03
10 C 1.26 -0.26 0.12
11 C 2.35 0.04 -0.63
12 C 3.14 1.01 0.17
13 C 2.50 1.13 1.34
14 O 1.29 0.50 1.26
15 H -0.48 2.53 -0.79
16 H -0.19 0.96 -1.76
17 H -1.65 2.13 -2.01
18 H -4.29 0.12 1.37
19 H -2.33 -2.00 1.24
20 H -0.79 -3.03 -1.63
21 H 1.57 -2.67 1.07
22 H 2.57 -0.34 -1.58
23 H 4.03 1.56 -0.01
24 H 2.44 1.93 2.07

- What is the ΔE to the lowest compared entry with this formula, charge and spin in the second record?
  333.0 kJ/mol

- What is the spin multiplicity in the third record?
  1